Formula: C12H21InNO3
Source: OMol25
Level of theory: ωB97M-V/def2-TZVPD

```
! RIJCOSX wB97M-V def2-TZVPD def2/J DEFGRID3
* xyz -1 1
C 3.231 -1.089 0.713
C 3.229 -2.402 -0.177
O 2.352 -2.302 -1.297
In 0.370 -2.745 -0.705
N -0.580 -3.540 -2.445
O 0.299 -4.056 0.933
C -0.524 -0.752 -0.035
C -2.092 -0.731 -0.188
C -2.771 -1.471 1.045
O -2.655 0.568 -0.477
C -2.344 1.530 0.520
C -1.148 2.468 0.173
C -0.180 2.866 1.211
C 0.974 3.716 0.916
C 1.230 4.211 -0.449
C 0.244 3.833 -1.457
C -0.911 2.993 -1.168
H 2.668 -1.243 1.679
H 4.305 -0.872 0.998
H 2.873 -0.177 0.164
H 2.934 -3.303 0.434
H 4.276 -2.533 -0.593
H -0.040 -3.190 -3.247
H -1.515 -3.120 -2.469
H 0.160 -3.474 1.701
H -0.186 -0.527 1.014
H -0.120 -0.006 -0.778
H -2.318 -1.371 -1.091
H -1.982 -1.521 1.855
H -3.068 -2.526 0.836
H -3.597 -0.838 1.471
H -3.257 2.195 0.611
H -2.165 1.112 1.543
H -0.274 2.538 2.278
H 1.725 4.012 1.692
H 2.108 4.839 -0.709
H 0.374 4.167 -2.515
H -1.624 2.745 -1.985
*
```

Summary:
- ΔE to the lowest compared entry with this formula, charge and spin: 0.00 kcal per mole
- HOMO-LUMO gap: 7.58 eV
- LUMO energy: 2.94 eV

Atomic partial charges in e from the Mulliken method, atoms 1 to 8: -0.76 -0.22 -0.78 1.24 -0.74 -0.86 -1.08 0.46